1.
{
  "formula": "C21H57Br9N9O3P3",
  "method": "ωB97M-V with the def2-TZVPD basis set",
  "fmax_ev_per_a": 3.717,
  "lumo_ev": [1.5, 1.5],
  "s_squared": 0.755,
  "multiplicity": 2,
  "homo_ev": [-2.20, -6.18],
  "total_charge": -1,
  "symbols": ["Br", "Br", "Br", "Br", "Br", "Br", "Br", "Br", "Br", "P", "P", "P", "O", "O", "O", "N", "N", "N", "N", "N", "N", "N", "N", "N", "C", "C", "C", "C", "C", "C", "C", "C", "C", "C", "C", "C", "C", "C", "C", "C", "C", "C", "C", "C", "C", "H", "H", "H", "H", "H", "H", "H", "H", "H", "H", "H", "H", "H", "H", "H", "H", "H", "H", "H", "H", "H", "H", "H", "H", "H", "H", "H", "H", "H", "H", "H", "H", "H", "H", "H", "H", "H", "H", "H", "H", "H", "H", "H", "H", "H", "H", "H", "H", "H", "H", "H", "H", "H", "H", "H", "H", "H"],
  "coordinates": [[1.772, -0.648, -0.052], [3.957, -1.056, 3.905], [0.934, -1.300, 5.104], [2.086, -0.706, -3.283], [-1.056, -4.303, -6.346], [2.216, -3.719, 3.327], [-2.240, -4.261, -3.362], [0.119, 1.578, -2.119], [-1.304, -1.517, -4.607], [-3.770, 3.228, 2.582], [-3.236, -3.551, 1.420], [6.008, 2.985, -3.686], [-4.698, -3.300, 1.094], [5.908, 4.463, -3.823], [-3.332, 4.669, 2.627], [-3.359, 2.401, 1.179], [5.149, 2.182, -4.975], [-2.053, -2.625, 0.747], [-5.406, 3.021, 2.872], [-2.885, -3.571, 3.145], [7.586, 2.277, -3.668], [-2.963, 2.394, 3.803], [5.297, 2.439, -2.220], [-2.746, -5.022, 0.753], [-6.334, 4.161, 2.657], [-1.370, -5.579, 1.006], [-2.749, 0.859, 3.821], [3.660, 2.107, -5.028], [-2.958, 3.084, 5.126], [5.607, 2.394, -6.389], [5.029, 3.507, -1.180], [-2.623, -2.252, 3.747], [-5.953, 1.794, 3.350], [5.511, 1.115, -1.728], [-0.931, -3.429, -4.518], [-2.408, -2.034, -0.554], [8.776, 3.198, -3.739], [-2.095, 2.712, 0.573], [-3.972, 1.224, 0.544], [0.767, -0.344, -1.749], [-0.693, -2.413, 1.103], [-3.335, -4.669, 4.028], [7.871, 0.947, -4.078], [2.150, -1.785, 3.648], [-3.607, -5.835, -0.245], [9.353, 3.002, -2.835], [7.069, 0.257, -3.814], [-5.968, 5.014, 2.087], [-2.152, 2.787, 5.797], [-1.311, -5.951, 2.029], [5.756, 3.438, -0.370], [7.945, 0.869, -5.162], [-0.515, -2.784, 2.113], [-6.442, 4.459, 3.700], [-4.641, -5.885, 0.097], [-2.584, 0.528, 2.795], [1.769, -1.333, 2.732], [-1.657, 1.843, 0.083], [-5.468, 1.549, 4.294], [-7.039, 1.804, 3.445], [-2.883, -1.475, 3.028], [3.305, 2.726, -5.852], [8.477, 4.228, -3.929], [5.154, 4.522, -1.558], [-3.955, 2.973, 5.552], [-0.594, -4.832, 0.839], [-2.132, 3.600, -0.058], [-0.018, -2.768, 0.325], [-4.408, -4.641, 4.220], [8.808, 0.707, -3.577], [-4.917, 1.493, 0.072], [-3.171, -6.797, -0.515], [-5.828, 1.058, 2.555], [-2.292, -2.695, -1.413], [-3.227, -5.631, 3.528], [5.135, 0.953, -0.718], [-1.553, -2.183, 3.941], [9.435, 2.980, -4.580], [6.558, 0.834, -1.617], [-4.064, 0.364, 1.208], [-3.475, 0.857, -0.354], [-1.297, -6.407, 0.300], [-3.136, -2.223, 4.708], [3.455, 1.064, -5.270], [-1.362, 3.059, 1.301], [4.903, 0.415, -2.301], [-2.746, 4.149, 5.033], [5.518, 3.408, -6.779], [-7.282, 3.831, 2.231], [-1.838, -1.130, -0.769], [3.168, 2.474, -4.127], [-1.990, 0.703, 4.588], [6.666, 2.150, -6.467], [-2.646, -4.714, 4.872], [-3.662, 0.486, 4.284], [0.118, -3.558, -4.249], [4.043, 3.354, -0.741], [-3.473, -1.805, -0.606], [-0.025, -1.070, -1.932], [-3.658, -5.248, -1.161], [-0.672, -1.336, 1.264], [5.119, 1.703, -7.077]],
  "forces_ev_per_a": [[0.60, -0.22, 1.31], [-0.79, -0.31, 0.01], [0.56, -0.22, -0.44], [0.06, -0.56, -0.24], [0.12, 0.62, 1.05], [-0.08, 0.71, 0.26], [0.68, -0.26, -0.38], [-0.79, 0.61, -0.02], [0.16, -0.70, -0.12], [0.94, 0.31, 0.23], [-0.89, -1.83, 0.89], [-1.22, -1.13, -0.20], [2.44, 0.05, 0.16], [0.91, -0.62, 0.34], [-0.96, -1.66, -0.48], [-0.35, -0.60, -0.10], [0.51, 0.57, -0.24], [-2.06, 1.22, -0.74], [0.61, 1.74, -1.70], [-0.13, -0.35, -2.34], [-0.76, 2.95, -0.59], [0.81, -0.73, 0.24], [0.06, 2.61, -0.66], [-0.71, -2.41, -0.23], [0.39, -0.60, 1.32], [-1.77, 0.53, -0.36], [-1.26, 3.34, 1.03], [0.89, 0.10, 0.17], [-0.15, -0.12, -0.97], [1.13, -0.42, 1.17], [0.46, -0.84, -0.43], [0.36, -1.34, -0.24], [-0.07, -0.47, -0.54], [-0.44, -0.82, 0.52], [-0.57, 0.25, -1.27], [-0.66, -0.11, -0.17], [-0.95, -0.89, -0.18], [1.51, 1.10, 0.43], [-1.07, 0.48, -0.07], [1.03, 0.30, -1.42], [-0.57, 0.98, 1.35], [0.47, 0.24, -1.48], [-0.29, -0.44, -0.18], [0.32, -0.08, -0.05], [0.53, 2.16, 1.00], [0.12, 0.63, 0.11], [0.17, 0.01, 0.31], [0.48, -0.45, 0.00], [-0.17, -0.83, -0.07], [0.22, -0.08, 0.06], [0.19, -0.29, 0.14], [0.49, -0.12, -0.26], [0.35, -0.67, -0.26], [-0.96, 0.87, -0.16], [0.17, -0.35, 0.22], [0.28, -0.10, 0.46], [0.02, -0.05, 0.10], [-0.14, 0.30, -0.15], [-0.30, -0.56, -0.02], [0.01, 0.56, 0.40], [-0.28, -0.02, 0.48], [-0.05, 0.14, -0.04], [-0.16, -0.03, 0.73], [-0.32, -0.30, -0.43], [0.06, -0.02, 0.69], [-0.01, -0.20, -0.09], [-0.29, -0.31, -0.70], [0.22, 0.11, 0.33], [0.01, 0.44, 0.74], [0.04, -0.66, -0.22], [-0.62, -0.11, 0.60], [0.00, 0.03, 0.55], [0.36, -0.73, 0.45], [0.56, -0.20, 0.32], [0.30, 0.02, -0.35], [-0.37, 0.62, 0.12], [0.07, 0.29, 0.18], [-0.11, -0.50, -0.28], [0.27, -0.10, -0.51], [-0.29, -0.03, 0.07], [0.91, 0.37, 0.34], [0.53, 0.06, 0.19], [-0.27, 0.56, -0.14], [-0.59, 0.11, 0.31], [0.08, -0.30, 0.47], [0.46, -0.33, -0.30], [-0.33, 0.01, -0.59], [-0.42, 0.23, 0.26], [0.02, -0.11, 0.02], [0.04, 0.09, 0.33], [0.14, -0.48, 0.13], [0.55, -0.33, -0.68], [0.20, 0.01, 0.09], [-0.52, 0.15, 0.38], [-0.06, -0.76, -0.45], [-0.41, -0.09, 0.38], [-0.09, 0.06, -0.19], [-0.05, 0.25, 0.36], [-0.28, -0.10, 0.29], [0.00, -0.03, -0.22], [1.07, 0.24, -0.46], [-0.32, -0.04, 0.27]],
  "lowdin_spin": [0.220, 0.008, 0.005, 0.146, 0.001, 0.006, 0.001, 0.265, 0.008, 0.000, 0.000, 0.000, 0.000, 0.000, 0.000, 0.000, 0.000, 0.000, 0.000, 0.000, 0.000, 0.000, 0.000, 0.000, 0.000, 0.000, 0.000, 0.002, 0.000, 0.000, 0.000, 0.000, 0.000, 0.000, 0.000, 0.004, 0.000, 0.003, 0.000, 0.272, 0.006, 0.000, 0.000, 0.011, 0.000, 0.000, 0.000, 0.000, 0.000, 0.000, 0.000, 0.000, 0.001, 0.000, 0.000, 0.000, 0.015, 0.001, 0.000, 0.000, 0.000, 0.000, 0.000, 0.000, 0.000, 0.000, 0.002, 0.003, 0.000, 0.000, 0.000, 0.000, 0.000, 0.000, 0.000, 0.000, 0.000, 0.000, 0.000, 0.000, 0.000, 0.000, 0.000, 0.003, 0.000, 0.000, 0.000, 0.000, 0.000, 0.003, 0.000, 0.000, 0.000, 0.000, 0.000, 0.000, 0.000, 0.000, 0.011, 0.000, 0.001, 0.000]
}

2.
{
  "formula": "C21H57CaF6N10O11P3S2",
  "method": "ωB97M-V with the def2-TZVPD basis set",
  "fmax_ev_per_a": 4.195,
  "lumo_ev": -0.3,
  "homo_ev": -8.41,
  "total_charge": 0,
  "symbols": ["Ca", "S", "S", "P", "P", "P", "F", "F", "F", "F", "F", "F", "O", "O", "O", "O", "O", "O", "O", "O", "O", "O", "O", "N", "N", "N", "N", "N", "N", "N", "N", "N", "N", "C", "C", "C", "C", "C", "C", "C", "C", "C", "C", "C", "C", "C", "C", "C", "C", "C", "C", "C", "C", "C", "H", "H", "H", "H", "H", "H", "H", "H", "H", "H", "H", "H", "H", "H", "H", "H", "H", "H", "H", "H", "H", "H", "H", "H", "H", "H", "H", "H", "H", "H", "H", "H", "H", "H", "H", "H", "H", "H", "H", "H", "H", "H", "H", "H", "H", "H", "H", "H", "H", "H", "H", "H", "H", "H", "H", "H", "H"],
  "coordinates": [[14.264, -10.997, -32.653], [16.933, -10.283, -33.896], [14.065, -11.558, -36.259], [12.068, -8.088, -31.922], [15.450, -10.447, -29.246], [13.842, -14.646, -31.933], [11.899, -13.157, -36.719], [19.358, -10.433, -32.968], [13.536, -14.215, -35.839], [17.961, -9.818, -31.516], [18.520, -8.359, -33.066], [13.615, -13.699, -37.963], [15.175, -10.807, -30.669], [11.960, -11.443, -32.824], [13.293, -8.908, -31.964], [16.507, -11.524, -33.297], [10.265, -11.966, -31.701], [15.803, -9.431, -33.615], [15.315, -11.475, -37.044], [17.350, -10.243, -35.291], [13.828, -13.176, -32.129], [14.275, -11.594, -34.807], [13.187, -10.474, -36.625], [12.348, -15.456, -32.249], [10.866, -8.473, -33.042], [16.171, -8.878, -29.042], [12.244, -6.451, -32.140], [16.621, -11.396, -28.368], [14.183, -15.165, -30.300], [10.824, -11.826, -32.755], [11.213, -8.158, -30.400], [15.046, -15.537, -32.799], [14.082, -10.278, -28.250], [16.907, -8.492, -27.806], [13.974, -16.502, -29.864], [11.312, -8.842, -34.384], [11.176, -5.518, -32.154], [18.281, -9.635, -32.800], [17.855, -11.768, -28.968], [13.564, -5.791, -31.885], [13.218, -13.286, -36.727], [16.478, -11.860, -27.029], [13.168, -11.479, -28.282], [16.374, -14.922, -33.169], [11.252, -15.312, -31.353], [13.892, -9.330, -27.169], [9.435, -8.107, -32.993], [11.452, -7.189, -29.272], [10.104, -12.229, -33.965], [11.884, -15.546, -33.603], [14.998, -16.997, -32.977], [15.221, -14.489, -29.515], [10.758, -9.501, -29.969], [16.126, -7.840, -30.072], [12.927, -11.770, -29.304], [11.285, -6.171, -29.622], [10.740, -16.273, -31.318], [13.729, -4.834, -32.381], [17.061, -7.461, -30.485], [14.707, -17.115, -30.390], [9.138, -8.044, -31.946], [9.815, -9.800, -30.426], [18.438, -12.318, -28.229], [9.512, -13.132, -33.820], [15.551, -8.111, -30.958], [14.398, -6.428, -32.179], [13.503, -12.415, -27.837], [15.219, -13.452, -29.851], [11.290, -4.678, -31.469], [10.648, -14.465, -31.678], [12.826, -9.300, -26.945], [17.994, -8.448, -27.870], [15.537, -7.021, -29.660], [15.466, -17.342, -33.898], [14.127, -16.634, -28.793], [10.266, -6.049, -31.873], [17.169, -11.366, -26.347], [12.929, -16.781, -30.000], [9.592, -11.359, -34.376], [13.709, -5.666, -30.812], [14.250, -9.719, -26.216], [16.770, -14.382, -32.309], [15.505, -11.675, -26.575], [10.956, -12.445, -34.610], [8.802, -8.801, -33.547], [17.132, -15.572, -33.606], [11.612, -14.579, -34.027], [12.552, -16.119, -34.247], [11.625, -15.140, -30.343], [10.643, -9.474, -34.968], [16.613, -7.546, -27.350], [11.019, -5.154, -33.170], [11.006, -16.192, -33.579], [18.407, -10.976, -29.474], [14.370, -8.356, -27.273], [10.891, -7.445, -28.374], [12.320, -9.257, -34.417], [17.674, -12.472, -29.780], [10.607, -9.566, -28.891], [12.241, -11.254, -27.754], [16.580, -9.132, -26.987], [16.504, -12.950, -26.997], [9.348, -7.145, -33.498], [12.476, -7.403, -28.965], [11.315, -7.947, -35.007], [11.541, -10.230, -30.174], [15.428, -17.535, -32.132], [16.195, -14.915, -29.755], [16.114, -14.124, -33.865], [15.019, -14.398, -28.447], [13.968, -17.348, -33.036]],
  "forces_ev_per_a": [[0.49, 0.57, -0.75], [-1.16, 0.34, -2.66], [3.16, 1.66, -2.03], [-3.40, 1.29, 1.64], [2.03, 2.56, 2.63], [0.84, -3.44, 0.80], [-0.70, -0.04, -0.15], [0.32, 0.90, -0.40], [0.26, -0.44, 0.17], [-0.33, 0.81, 0.27], [0.47, -0.22, 0.37], [-0.49, 0.35, 1.21], [0.53, -0.05, 2.33], [0.31, 0.55, -0.82], [0.02, 0.13, -0.46], [1.73, -2.40, 0.61], [-0.94, -0.20, 0.90], [-0.79, 2.72, 0.49], [-2.09, -1.53, 1.36], [0.62, -0.24, 2.42], [0.52, -1.03, 0.43], [-0.82, -1.29, -0.60], [-1.55, -0.63, 0.02], [3.05, 0.52, 0.04], [0.03, -1.77, 0.35], [0.49, -0.62, -0.49], [3.47, 0.36, 0.36], [-2.68, 1.39, -1.15], [-1.07, 2.54, 0.20], [-0.55, -0.49, 1.12], [-0.51, -0.18, -0.42], [-0.28, 0.17, -0.63], [0.14, -2.15, -1.54], [-1.00, -0.73, 0.08], [-0.24, -0.75, -0.30], [0.38, 0.99, -0.58], [-1.57, -0.38, -0.43], [-0.27, -1.79, -0.66], [0.52, -0.93, -1.35], [0.20, -1.18, 0.38], [1.53, 1.64, -0.62], [-1.29, -0.20, 0.82], [0.01, 0.60, 0.03], [-1.77, 1.61, 0.37], [0.23, 0.11, 1.05], [-0.09, -0.86, 0.95], [1.26, 0.40, 0.27], [1.00, -1.38, -1.29], [1.33, -0.02, -1.33], [-0.15, -0.90, -0.57], [-0.85, 0.15, 0.40], [-0.43, 1.13, -1.58], [0.63, 0.30, -0.12], [-1.22, 0.18, -0.13], [-0.01, 0.37, -0.16], [0.14, -0.07, 0.35], [-0.58, 0.21, -0.13], [-0.62, -0.08, -0.18], [0.42, -0.25, 0.56], [-0.44, -0.81, 0.24], [-0.22, 0.10, -0.17], [0.10, -0.01, -0.23], [0.30, 0.38, -0.09], [-0.12, 0.49, 0.35], [-0.01, -0.70, 0.10], [-0.22, -0.20, -0.30], [0.75, 0.17, 0.43], [0.36, 0.17, -0.13], [0.29, -0.03, 0.06], [-0.58, -0.17, 0.33], [-0.20, 0.66, -0.51], [0.04, -0.38, -0.34], [0.24, 0.52, 0.08], [0.23, 0.42, -0.04], [0.28, 0.41, 0.08], [-0.15, 0.30, 0.10], [0.47, -0.34, 0.01], [0.21, -0.53, -0.48], [-0.22, -0.23, 0.24], [-0.12, 0.40, 0.22], [0.56, -0.22, 0.25], [0.37, -0.23, 0.12], [-0.27, 0.44, -0.42], [-0.41, -0.07, -0.56], [0.22, -0.35, 0.14], [-0.56, -0.38, 0.20], [0.10, -0.02, -0.26], [0.38, 0.58, -0.09], [-0.13, 0.30, 0.02], [-0.19, -0.53, 0.63], [-0.37, 0.63, -0.82], [-0.04, 0.39, -0.04], [-0.34, 0.19, -0.02], [0.10, 0.35, 0.57], [-0.37, -0.14, -0.60], [-0.64, 0.10, -0.47], [-0.16, -0.04, 0.07], [0.00, -0.33, -0.18], [0.01, 0.42, 0.08], [-0.04, 0.29, -0.17], [0.52, -0.58, -0.14], [0.69, -0.19, 0.21], [-0.47, 0.21, 0.10], [0.40, 0.84, 0.19], [0.34, 0.35, -0.16], [-0.22, -0.21, -0.25], [0.37, -0.05, -0.10], [0.27, -0.09, 0.47], [0.50, 0.00, -0.31], [-0.13, -0.68, 0.07], [-0.11, 0.12, 0.07]],
  "lowdin_charge": [1.398, 0.488, 0.535, 0.604, 0.693, 0.711, 0.112, 0.114, 0.117, 0.103, 0.155, 0.109, -0.398, -0.066, -0.337, -0.404, 0.075, -0.404, -0.311, -0.252, -0.368, -0.487, -0.316, -0.314, -0.284, -0.273, -0.292, -0.307, -0.308, -0.401, -0.269, -0.269, -0.263, -0.108, -0.132, -0.108, -0.144, -0.643, -0.110, -0.073, -0.611, -0.145, -0.088, -0.057, -0.127, -0.120, -0.096, -0.069, 0.070, -0.114, -0.127, -0.114, -0.116, -0.114, 0.065, 0.063, 0.095, 0.088, 0.085, 0.064, 0.071, 0.065, 0.091, 0.110, 0.050, 0.070, 0.065, 0.047, 0.089, 0.070, 0.077, 0.085, 0.068, 0.085, 0.089, 0.058, 0.088, 0.070, 0.100, 0.066, 0.071, 0.064, 0.065, 0.086, 0.079, 0.088, 0.065, 0.079, 0.076, 0.074, 0.077, 0.092, 0.092, 0.076, 0.074, 0.077, 0.065, 0.077, 0.073, 0.077, 0.051, 0.080, 0.073, 0.061, 0.090, 0.045, 0.059, 0.087, 0.068, 0.074, 0.064]
}